(1)
This record from the OMol25 dataset describes a 2-piece molecular cluster, C28H27N6O2 overall. The level of theory is ωB97M-V/def2-TZVPD.

ORCA input file:
```
! wB97M-V def2-TZVPD RIJCOSX def2/J DEFGRID3
* xyz -1 1
C -4.926 -0.890 3.877
C -4.264 -2.074 4.228
C -2.871 -2.123 4.192
C -2.120 -1.008 3.761
C -0.651 -1.043 3.657
N -0.002 0.090 3.625
C 1.153 0.666 3.535
C 1.162 2.078 3.457
N 1.142 3.242 3.378
C 0.030 -2.347 3.637
C -0.501 -3.494 2.998
C 0.202 -4.702 3.007
C 1.443 -4.781 3.651
C 1.953 -3.662 4.323
C 1.258 -2.455 4.306
C -2.793 0.201 3.505
C -4.184 0.258 3.543
H -6.020 -0.865 3.875
H -4.825 -2.965 4.532
H -2.360 -3.035 4.500
H 2.101 0.122 3.459
H -1.477 -3.443 2.507
H -0.221 -5.586 2.517
H 2.007 -5.714 3.637
H 2.896 -3.722 4.869
H 1.633 -1.587 4.848
H -2.193 1.081 3.275
H -4.692 1.193 3.315
C 2.809 5.517 1.554
C 3.122 5.379 3.001
C 3.792 4.273 3.520
C 4.311 4.316 4.868
O 3.942 5.128 5.756
N 5.296 3.409 5.210
C 5.924 3.474 6.504
C 5.819 2.357 4.368
N 2.771 6.357 3.849
N 1.946 7.261 3.477
C 1.441 7.975 4.585
N 2.035 7.684 5.788
C 1.808 8.352 6.987
C 2.606 8.029 8.108
C 2.434 8.722 9.310
C 1.457 9.725 9.415
C 0.652 10.033 8.312
C 0.829 9.353 7.103
O 0.526 8.776 4.370
H 2.550 4.556 1.104
H 1.977 6.222 1.449
H 3.689 5.912 1.026
H 4.025 3.455 2.847
H 5.530 4.314 7.077
H 5.744 2.532 7.042
H 7.012 3.580 6.382
H 5.119 2.062 3.585
H 6.767 2.653 3.892
H 6.032 1.480 4.993
H 2.722 6.925 5.747
H 3.354 7.239 8.000
H 3.067 8.472 10.165
H 1.325 10.262 10.356
H -0.119 10.802 8.377
H 0.218 9.595 6.236
*
```

Summary:
* gap between HOMO and LUMO: 3.87 eV

These are the natural (NBO) partial charges, in e, on atoms 1 to 2: C -0.268; C -0.223

---

(2)
This record from the OMol25 dataset describes C28H27N7O2W as an isolated structure. The level of theory is ωB97M-V/def2-TZVPD.

ORCA input file:
```
! wB97M-V def2-TZVPD RIJCOSX def2/J DEFGRID3
* xyz 2 1
W 0.224 -0.508 -0.162
C -2.673 0.118 -1.484
N -2.083 -0.139 -0.167
C -2.570 -1.298 0.624
C -1.268 -1.789 1.278
N -0.373 -2.318 0.194
C -0.058 -3.636 0.534
C 0.744 -4.535 -0.151
C 0.987 -5.760 0.449
C 0.435 -6.056 1.696
C -0.374 -5.156 2.379
C -0.616 -3.933 1.780
N -1.387 -2.859 2.205
C -1.705 -0.349 -2.517
N -0.461 -0.709 -2.227
C 0.136 -1.076 -3.451
C 1.398 -1.585 -3.760
C 1.657 -1.862 -5.087
C 0.700 -1.656 -6.092
C -0.558 -1.176 -5.796
C -0.809 -0.898 -4.459
N -1.960 -0.439 -3.824
H -3.640 -0.374 -1.606
H -2.836 1.192 -1.600
H -2.136 0.690 0.416
H -3.301 -0.997 1.372
H -2.996 -2.059 -0.027
H 1.157 -4.282 -1.119
H 1.600 -6.496 -0.053
H 0.633 -7.022 2.142
H -0.800 -5.408 3.340
H -1.675 -2.701 3.156
H 2.135 -1.778 -2.998
H 2.624 -2.260 -5.361
H 0.950 -1.891 -7.117
H -1.306 -1.030 -6.562
H -2.842 -0.233 -4.266
C 0.056 3.871 -0.207
C 0.673 2.540 -0.500
O 0.005 1.502 -0.034
C 1.852 2.441 -1.197
C 2.519 1.210 -1.385
C 3.930 1.126 -1.857
N 1.844 0.132 -1.107
N 2.289 -1.188 -0.825
C 2.035 -1.253 0.507
O -0.581 -0.623 1.673
C 2.677 -2.098 1.428
C 3.839 -2.807 1.049
C 4.436 -3.656 1.950
C 3.894 -3.790 3.230
C 2.761 -3.082 3.621
C 2.144 -2.237 2.724
H -0.792 3.759 0.462
H -0.276 4.341 -1.135
H 0.787 4.538 0.249
H 2.338 3.348 -1.524
H 4.037 1.689 -2.785
H 4.240 0.097 -2.019
H 4.583 1.593 -1.118
H 4.242 -2.677 0.054
H 5.322 -4.212 1.677
H 4.374 -4.454 3.938
H 2.372 -3.196 4.623
H 1.259 -1.673 2.990
*
```

Summary:
* gap between HOMO and LUMO (alpha / beta): 5.65 / 5.65 eV

These are the natural (NBO) partial charges, in e, on atoms 1 to 2: W 1.882; C -0.274

---

(3)
This record from the OMol25 dataset describes C28H28Cl2IrN6O2S5 as an isolated structure. The level of theory is ωB97M-V/def2-TZVPD.

ORCA input file:
```
! wB97M-V def2-TZVPD RIJCOSX def2/J DEFGRID3
* xyz 2 2
Ir -0.882 -0.059 0.996
S -3.606 4.320 3.593
C -4.545 5.667 4.039
C -5.135 6.250 2.965
C -4.812 5.592 1.750
C -3.995 4.512 1.922
C -3.473 3.598 0.902
C -2.755 2.452 1.272
N -2.204 1.612 0.409
C -2.357 1.842 -0.917
C -3.125 2.910 -1.385
C -3.317 3.063 -2.802
C -2.727 2.224 -3.675
C -1.882 1.159 -3.207
C -1.198 0.289 -4.066
C -0.390 -0.706 -3.556
C -0.306 -0.801 -2.147
N -0.955 0.011 -1.331
C -1.723 0.981 -1.836
C 0.349 -1.634 -4.419
C 0.209 -1.827 -5.764
C 1.089 -2.810 -6.284
C 1.888 -3.343 -5.327
S 1.578 -2.675 -3.791
C -3.671 3.794 -0.449
H -4.615 5.958 5.078
H -5.778 7.117 3.036
H -5.186 5.920 0.787
H -2.638 2.225 2.317
H -3.946 3.874 -3.151
H -2.879 2.329 -4.743
H -1.293 0.426 -5.137
H 0.290 -1.580 -1.694
H -0.518 -1.302 -6.370
H 1.121 -3.107 -7.325
H 2.648 -4.104 -5.447
H -4.250 4.641 -0.799
N 0.514 -1.101 2.638
C 1.693 -1.747 2.037
C 2.100 -2.990 2.845
C 3.159 -3.926 2.253
C 4.563 -3.347 2.131
N 4.626 -2.433 0.990
C 5.634 -1.648 0.664
N 5.503 -0.827 -0.389
N 6.761 -1.636 1.377
C 1.307 -2.053 0.602
O 2.172 -2.326 -0.236
O 0.046 -1.972 0.369
H 0.771 -0.477 3.395
H -0.107 -1.816 3.007
H 2.508 -1.027 2.007
H 1.196 -3.584 3.007
H 2.445 -2.649 3.825
H 2.834 -4.288 1.276
H 3.219 -4.793 2.910
H 5.265 -4.171 1.982
H 4.836 -2.827 3.054
H 3.795 -2.422 0.388
H 4.661 -0.865 -0.939
H 6.258 -0.242 -0.699
H 6.904 -2.307 2.111
H 7.542 -1.062 1.112
S 1.622 3.676 2.114
C 0.861 2.285 1.813
S 1.186 1.275 0.503
S -0.378 1.730 2.809
Cl -2.891 -2.101 0.079
C -3.848 -1.942 1.546
Cl -3.041 -0.754 2.622
H -3.896 -2.892 2.056
H -4.828 -1.562 1.294
*
```

Summary:
* gap between HOMO and LUMO (alpha / beta): 5.74 / 5.88 eV
* <S²>: 0.77

These are the Löwdin partial charges, in e, on atoms 1 to 2: Ir 0.991; S 1.066

---

(4)
This record from the OMol25 dataset describes C28H28MnN4O3S2 as an isolated structure. The level of theory is ωB97M-V/def2-TZVPD.

ORCA input file:
```
! wB97M-V def2-TZVPD RIJCOSX def2/J DEFGRID3
* xyz 0 2
Mn 0.781 -0.174 -0.349
C -2.761 1.339 -0.966
C -1.894 0.293 -1.657
C -2.387 -1.129 -1.479
C -3.652 -1.439 -1.969
C -4.167 -2.721 -1.882
C -3.399 -3.721 -1.315
C -2.130 -3.461 -0.810
C -1.332 -4.623 -0.258
C -1.791 -5.077 1.129
C -1.636 -2.144 -0.866
N -0.320 -1.896 -0.392
C -0.027 -2.075 0.867
C 1.282 -1.827 1.347
C 1.767 -1.967 2.652
C 3.088 -1.539 2.606
C 3.325 -1.123 1.287
N 2.258 -1.303 0.500
H -2.303 2.326 -1.035
H -2.885 1.100 0.090
H -3.747 1.386 -1.429
H -0.876 0.369 -1.281
H -1.808 0.513 -2.723
H -4.237 -0.657 -2.438
H -5.152 -2.941 -2.273
H -3.777 -4.736 -1.274
H -0.272 -4.375 -0.235
H -1.443 -5.461 -0.951
H -1.609 -4.313 1.885
H -1.264 -5.981 1.437
H -2.862 -5.290 1.133
H -0.774 -2.363 1.608
H 1.213 -2.330 3.504
H 3.800 -1.515 3.417
H 4.239 -0.703 0.889
O 1.675 1.621 -0.950
C 2.716 1.575 -1.898
C 2.609 0.267 -2.631
C 3.566 -0.123 -3.555
C 3.410 -1.334 -4.204
C 2.302 -2.116 -3.914
C 1.403 -1.658 -2.972
N 1.552 -0.488 -2.341
H 1.792 2.350 -0.262
H 3.697 1.660 -1.423
H 2.608 2.397 -2.611
H 4.417 0.516 -3.750
H 4.150 -1.668 -4.920
H 2.140 -3.070 -4.395
H 0.535 -2.238 -2.688
O 1.355 5.694 0.153
S 1.657 4.886 1.299
O 2.922 5.052 1.951
N 1.415 3.291 0.929
C 0.414 2.765 1.600
S -0.116 1.164 1.462
C -0.236 3.708 2.557
C -1.284 3.482 3.431
C -1.723 4.543 4.213
C -1.128 5.799 4.120
C -0.072 6.025 3.246
C 0.349 4.958 2.480
H -1.738 2.502 3.492
H -2.542 4.394 4.905
H -1.491 6.610 4.738
H 0.399 6.995 3.167
*
```

Summary:
* gap between HOMO and LUMO (alpha / beta): 7.62 / 7.55 eV
* <S²>: 1.11

These are the natural (NBO) partial charges, in e, on atoms 1 to 2: Mn 0.953; C -0.598